Record 1
Here is C4H11NO2 in the gas phase in a non-equilibrium geometry from the Open Molecules 2025 dataset. Energies are from ωB97M-V/def2-TZVPD.

Atoms and positions in Å:
C: -2.07544 0.99585 -1.20724
N: -1.39959 0.95499 0.06931
C: -0.34951 -0.06001 0.09770
C: 0.08329 -0.35466 1.53477
O: 1.20584 -1.23582 1.53165
C: 0.91012 0.41149 -0.68007
O: 1.61666 -0.66485 -1.30470
H: -1.49019 1.15420 -2.12131
H: -2.68231 0.09332 -1.26023
H: -2.81140 1.79926 -1.20977
H: -1.05395 1.85501 0.38279
H: -0.71028 -0.97401 -0.37990
H: 0.39681 0.59109 1.97155
H: -0.77486 -0.77029 2.06051
H: 0.95989 -2.02261 2.03417
H: 0.65219 1.13299 -1.45541
H: 1.57490 0.94594 0.01460
H: 1.68072 -1.29742 -0.57475

- Maximum force: 0.0245 Eh/bohr
- Total energy: -9910.614 eV
- 2S+1: 1
- Kohn-Sham gap: 0.352 Ha
- SMILES string: CNC(CO)CO
- HOMO level: -8.826 eV
- LUMO level: 0.028 hartree

Record 2
Here is a molecular structure, CH8BrNSi2 in a non-equilibrium geometry from the Open Molecules 2025 dataset. Energies are from ωB97M-V/def2-TZVPD.

Atoms and positions in Å:
C: -1.29568 0.03348 -0.89179
N: 0.05581 -0.00688 -0.36124
Si: 0.69010 1.44893 0.32840
Si: 0.71161 -1.50422 0.30345
Br: -2.90680 -0.11979 0.35785
H: -1.64073 0.91455 -1.55225
H: -1.38366 -0.94815 -1.42244
H: 2.29201 1.23177 0.33997
H: 0.37453 2.56474 -0.51386
H: 0.26554 1.71087 1.77297
H: 2.17256 -1.28311 0.12343
H: 0.70839 -1.54253 1.77843
H: -0.04368 -2.49966 -0.26291

- Maximum force: 0.0631 Eh/bohr
- Total energy: -88453.994 eV
- 2S+1: 1
- Kohn-Sham gap: 0.389 Ha
- HOMO level: -9.838 eV
- LUMO level: 0.027 hartree

Record 3
Here is a molecular structure, C23H29N3SSi2Sn in a non-equilibrium geometry from the Open Molecules 2025 dataset. Energies are from ωB97M-V/def2-TZVPD.

Atoms and positions in Å:
Sn: -0.47548 0.53560 -0.33626
C: -2.30699 2.52077 -2.77135
Si: -1.53787 0.82568 -2.69468
C: -0.33254 0.40768 -4.07891
C: -2.97501 -0.44549 -2.63675
C: -3.75109 -0.52746 -3.78346
C: -4.79834 -1.45459 -3.91375
C: -5.00135 -2.36161 -2.88405
C: -4.19538 -2.26875 -1.75149
C: -3.18696 -1.34162 -1.57360
Si: -2.26515 -1.30306 0.07370
C: -1.52580 -2.98593 0.33974
C: -3.48496 -0.77435 1.41132
H: -2.86863 2.68258 -3.69625
H: -1.58935 3.33770 -2.72564
H: -3.00818 2.58652 -1.93072
H: -0.89183 0.30761 -5.01085
H: 0.23937 -0.50504 -3.83956
H: 0.42301 1.18048 -4.20196
H: -3.53705 0.15876 -4.60391
H: -5.40877 -1.48678 -4.82216
H: -5.75575 -3.13778 -2.93836
H: -4.37463 -2.98525 -0.92248
H: -2.17319 -3.60973 0.98332
H: -0.52646 -2.85209 0.79948
H: -1.39984 -3.48738 -0.62787
H: -4.22367 -1.58270 1.54175
H: -4.02154 0.12187 1.06431
H: -2.99050 -0.52087 2.34559
C: 4.60415 1.50529 1.11304
C: 3.91833 1.28850 -0.20271
C: 4.05845 2.10962 -1.31219
C: 3.34421 1.83734 -2.48988
N: 2.51748 0.78011 -2.59223
C: 2.30754 0.07991 -1.50138
S: 1.05630 -1.14435 -1.33559
N: 3.01834 0.26928 -0.31400
C: 3.37449 2.74415 -3.65947
H: 5.40224 2.22650 1.04730
H: 5.03061 0.60632 1.53610
H: 3.87500 1.90991 1.81697
H: 4.76411 2.95040 -1.29016
H: 2.67077 -0.22502 0.49856
H: 4.37610 3.19377 -3.81461
H: 2.69231 3.59233 -3.50141
H: 3.05271 2.19350 -4.54219
N: 0.97318 -0.23643 2.07479
C: 1.15572 -0.31070 3.21972
C: 1.32662 -0.45022 4.60485
C: 0.64014 -1.47988 5.27633
C: 0.70938 -1.55967 6.64947
C: 1.52629 -0.69835 7.39128
C: 2.22912 0.29690 6.71241
C: 2.11041 0.45334 5.33279
H: 0.02380 -2.18028 4.68387
H: 0.10590 -2.31172 7.18911
H: 1.57591 -0.77256 8.49305
H: 2.82126 1.04873 7.26345
H: 2.68302 1.24852 4.83759

- Maximum force: 0.0492 Eh/bohr
- Total energy: -61213.730 eV
- 2S+1: 1
- Kohn-Sham gap: 0.178 Ha
- HOMO level: -5.455 eV
- LUMO level: -0.022 hartree

Record 4
Here is a molecular structure, C11H17Cl2NO3W in a non-equilibrium geometry from the Open Molecules 2025 dataset. Energies are from ωB97M-V/def2-TZVPD.

Atoms and positions in Å:
C: 0.85212 0.57733 1.08813
C: 0.70113 1.33933 -0.12249
C: 0.77193 0.43959 -1.22420
C: 0.66449 2.81470 -0.23371
C: 1.10182 -0.85876 -0.72183
C: 1.10094 -0.79917 0.70869
C: 1.38224 -1.94517 1.60778
C: 0.90435 1.12139 2.46497
C: 0.80815 0.82894 -2.65746
C: 1.39979 -2.06039 -1.53550
W: -1.12845 -0.25732 0.20828
Cl: -2.34024 3.85956 -1.73119
Cl: -2.14964 1.71295 0.81538
O: -1.27410 -1.76524 -1.08170
H: 0.42194 3.28930 0.72051
H: -0.08528 3.15586 -0.96793
H: 1.65002 3.18827 -0.54645
H: 0.13159 1.66570 -2.84946
H: 0.51969 -0.01364 -3.29120
H: 1.81433 1.13924 -2.97569
H: 0.80448 -2.07342 -2.45292
H: 1.19957 -2.97637 -0.97339
H: 2.45470 -2.09790 -1.83358
H: 0.99120 -2.87211 1.17593
H: 0.92741 -1.80813 2.59261
H: 2.45942 -2.08667 1.75024
H: 0.24663 1.98459 2.58763
H: 1.91886 1.45003 2.71321
H: 0.62452 0.36560 3.20226
H: -2.18848 -2.09187 -1.04181
O: -1.32698 -1.03779 2.00002
H: -2.02561 -1.67759 2.21506
O: -5.56547 -1.05705 0.48593
C: -4.43475 -0.85311 0.15696
N: -3.33231 -0.60070 -0.25308

- Maximum force: 0.0477 Eh/bohr
- Total energy: -46189.218 eV
- 2S+1: 3
- Kohn-Sham gap (alpha / beta): 0.182 / 0.225 Ha
- Total charge: -2
- HOMO level (alpha / beta): 0.167 / -1.038 eV
- LUMO level (alpha / beta): 0.188 / 0.187 hartree
- <S²>: 2.013

Record 5
Here is a molecular structure, C6H15AlFOPb in a non-equilibrium geometry from the Open Molecules 2025 dataset. Energies are from ωB97M-V/def2-TZVPD.

Atoms and positions in Å:
C: 2.10862 -1.46221 -0.01153
C: 2.75392 -0.11125 -0.34879
C: 2.19202 0.97042 0.56696
O: 0.73948 0.91805 0.55328
C: 0.07871 1.70267 -0.55171
Al: -1.56391 0.71363 -1.29648
C: -2.07856 -0.63725 0.20608
C: -3.52214 -0.59799 0.69158
F: -1.76463 -1.93548 -0.14418
H: 1.10776 -1.50630 -0.47862
H: 2.64720 -2.35021 -0.33994
H: 2.01528 -1.50009 1.09325
H: 2.55234 0.13421 -1.39541
H: 3.83630 -0.14664 -0.19923
H: 2.51423 0.78995 1.60586
H: 2.50468 1.97984 0.29620
H: 0.84004 1.75694 -1.33482
H: -0.09552 2.70673 -0.15813
H: -1.06073 -0.11635 -2.56594
H: -2.76286 1.70676 -1.61464
H: -1.45184 -0.48268 1.19128
H: -3.63011 -0.48749 1.77290
H: -4.05769 0.21876 0.20524
H: -3.99398 -1.54244 0.40673
Pb: 0.09141 -0.72157 1.85005

- Maximum force: 0.0625 Eh/bohr
- Total energy: -23063.677 eV
- 2S+1: 1
- Kohn-Sham gap: 0.238 Ha
- Total charge: +1
- HOMO level: -12.300 eV
- LUMO level: -0.214 hartree

Record 6
Here is a molecular structure, C4H9N in a non-equilibrium geometry from the Open Molecules 2025 dataset. Energies are from ωB97M-V/def2-TZVPD.

Atoms and positions in Å:
C: -1.67666 -0.25595 0.69900
C: -1.02806 -0.08915 -0.66111
C: 0.46639 -0.19416 -0.55383
C: 0.91636 1.44090 0.39387
N: 1.27481 0.16747 0.44846
H: -1.30025 0.38005 1.49929
H: -2.74389 -0.03954 0.79168
H: -1.52974 -1.28473 1.04739
H: -1.19578 0.89138 -1.09772
H: -1.28184 -0.87154 -1.38121
H: 1.00863 -0.38414 -1.48971
H: 2.33697 -4.08675 -1.49190
H: 1.72434 2.01767 0.86263
H: 2.57022 -3.54312 -1.06480

- Maximum force: 0.0714 Eh/bohr
- Total energy: -5778.287 eV
- 2S+1: 1
- Kohn-Sham gap: 0.290 Ha
- HOMO level: -7.945 eV
- LUMO level: -0.002 hartree

Record 7
Here is 10 unconnected molecules or ions with the total composition C41H88FN14O16PS in a non-equilibrium geometry from the Open Molecules 2025 dataset. Energies are from ωB97M-V/def2-TZVPD.

Atoms and positions in Å:
N: -4.07082 0.15302 -3.87714
C: -3.55603 1.16705 -2.99431
N: -4.70694 1.83457 -2.32994
N: -2.81997 2.12420 -3.79304
C: -2.74036 0.62319 -1.82035
C: -1.40099 -0.09864 -2.10549
P: -1.23137 -1.41191 -0.81323
O: 0.12735 -1.88806 -0.59462
O: -2.17844 -2.58897 -1.33846
O: -1.90301 -0.90071 0.54339
O: -1.34132 -0.77968 -3.33223
C: -0.72893 0.02247 -4.25319
O: -0.70982 -0.20642 -5.39681
O: -0.14513 1.03829 -3.63792
C: -0.20465 0.87703 -2.21698
F: -0.49468 2.09207 -1.69025
C: 1.16811 0.42725 -1.76281
C: 1.52458 0.85656 -0.33266
C: 2.31436 2.15892 -0.29078
C: 3.13180 2.39983 0.97468
C: 2.30844 2.40826 2.26792
C: 1.51738 3.74259 2.32442
C: 1.99723 4.71359 3.40778
S: 2.51756 6.35420 2.82627
C: 1.37252 6.60254 1.55088
N: 1.59062 6.93942 0.31690
N: 0.34174 7.03434 -0.29259
C: -0.52087 6.72427 0.62390
O: 0.04707 6.45039 1.83080
H: -3.38269 -0.17895 -4.53560
H: -4.48195 -0.60187 -3.34857
H: -5.35889 2.05338 -3.07682
H: -5.19784 1.13905 -1.77293
H: -2.27136 2.69761 -3.16259
H: -3.49159 2.75900 -4.20658
H: -3.41804 -0.08912 -1.35509
H: -2.57430 1.41656 -1.10300
H: -3.07537 -2.56757 -0.98006
H: -2.83953 -1.10956 0.61140
H: 1.85910 0.91145 -2.44888
H: 1.30536 -0.63424 -1.89457
H: 2.10645 0.07029 0.12234
H: 0.60597 0.94212 0.24401
H: 3.00320 2.15384 -1.13385
H: 1.64362 2.99732 -0.47490
H: 3.54721 3.40493 0.87956
H: 3.98602 1.73597 1.04528
H: 2.95115 2.32671 3.13606
H: 1.58109 1.60928 2.27537
H: 1.56851 4.19152 1.33810
H: 0.46581 3.54291 2.50422
H: 1.22043 4.84439 4.15253
H: 2.85512 4.31873 3.93729
H: -1.58673 6.65885 0.54158
C: 4.90562 2.73858 -6.04652
N: 5.39849 1.77393 -5.08016
C: 4.80406 0.62913 -4.65773
C: 3.45878 0.28965 -5.25184
O: 5.34256 -0.09016 -3.82769
H: 5.60201 2.82647 -6.88167
H: 4.79975 3.71935 -5.58106
H: 3.93950 2.43174 -6.43057
H: 6.29140 1.95128 -4.64897
H: 3.10690 -0.64053 -4.81698
H: 2.73355 1.07220 -5.02298
H: 3.53132 0.16321 -6.33221
C: -6.52963 -4.40153 0.98579
N: -5.88602 -3.31429 0.27266
C: -6.20026 -2.80970 -0.94021
C: -7.34901 -3.43406 -1.68069
O: -5.56598 -1.86636 -1.41380
H: -6.93181 -4.03762 1.93135
H: -5.81024 -5.19542 1.19210
H: -7.34348 -4.80868 0.39838
H: -5.11951 -2.84329 0.72356
H: -7.47131 -2.91633 -2.62679
H: -7.15482 -4.48906 -1.87695
H: -8.26551 -3.33394 -1.09908
C: 3.59635 -3.26010 4.71365
N: 3.12424 -2.48284 3.57847
C: 3.54172 -1.25688 3.18275
C: 4.62618 -0.60117 4.00409
O: 3.04199 -0.70774 2.20750
H: 3.98439 -4.22300 4.37539
H: 2.77110 -3.44973 5.40144
H: 4.37184 -2.72654 5.24917
H: 2.38937 -2.86686 3.00454
H: 4.84385 0.36979 3.56842
H: 4.30652 -0.46975 5.03813
H: 5.53453 -1.20359 3.99644
C: -3.90086 -1.29397 -7.84411
N: -5.17858 -1.44701 -7.17188
C: -6.40119 -1.00818 -7.56746
C: -6.47542 -0.25944 -8.87901
O: -7.39226 -1.21537 -6.88646
H: -3.46869 -2.27180 -8.06326
H: -3.19950 -0.74643 -7.21181
H: -4.02310 -0.75230 -8.77528
H: -5.19531 -1.93186 -6.28898
H: -7.50945 0.02037 -9.05162
H: -5.86493 0.64342 -8.84496
H: -6.13585 -0.88643 -9.70402
C: 4.39074 -2.61977 10.87867
N: 4.43941 -1.96531 9.58465
C: 4.77970 -2.49907 8.38433
C: 5.16173 -3.96076 8.35456
O: 4.77097 -1.81366 7.37328
H: 3.38198 -2.56908 11.29114
H: 5.07291 -2.13128 11.57603
H: 4.67555 -3.66184 10.78901
H: 4.19488 -0.98902 9.53554
H: 5.40281 -4.23173 7.33172
H: 6.03330 -4.14656 8.98270
H: 4.33633 -4.58461 8.69844
C: -2.76125 6.83069 3.73076
N: -2.40340 5.58460 4.38002
C: -3.22514 4.64523 4.91902
C: -4.71273 4.90965 4.85178
O: -2.77198 3.63605 5.43069
H: -2.38839 6.82683 2.70906
H: -2.31259 7.67312 4.25892
H: -3.83712 6.96453 3.70993
H: -1.42447 5.35575 4.45309
H: -5.22604 4.07589 5.31955
H: -4.96912 5.82606 5.38406
H: -5.04555 4.99589 3.81669
C: -8.19875 0.64536 4.04555
N: -8.48698 -0.41550 3.09761
C: -7.98544 -0.58484 1.84786
C: -6.99709 0.44185 1.34415
O: -8.32328 -1.53545 1.15966
H: -7.78150 0.23022 4.96404
H: -9.11171 1.18729 4.29608
H: -7.48469 1.34544 3.62691
H: -9.14169 -1.13169 3.36939
H: -6.69582 0.15646 0.33989
H: -7.44857 1.43355 1.31007
H: -6.11368 0.47795 1.98371
C: 8.20868 -1.33052 -3.56360
N: 9.02833 -0.13220 -3.62657
C: 10.35289 -0.01718 -3.89139
C: 11.11748 -1.29362 -4.16095
O: 10.89797 1.07599 -3.91197
H: 7.40506 -1.26907 -4.29170
H: 7.75750 -1.41912 -2.57569
H: 8.80315 -2.21720 -3.75955
H: 8.57649 0.75045 -3.45072
H: 12.15327 -1.03433 -4.35449
H: 11.07374 -1.96092 -3.29986
H: 10.71278 -1.81158 -5.03086
C: 2.20969 -4.23543 -0.77094
N: 2.89146 -5.06083 0.21891
C: 2.47948 -6.22209 0.78205
C: 1.13610 -6.76101 0.34539
O: 3.16729 -6.80007 1.61262
H: 2.82985 -4.15483 -1.66575
H: 2.03642 -3.23895 -0.37393
H: 1.25368 -4.66575 -1.04406
H: 3.79384 -4.75329 0.54670
H: 0.94912 -7.68464 0.88386
H: 0.34193 -6.04876 0.57156
H: 1.13093 -6.96677 -0.72513

- Maximum force: 0.0382 Eh/bohr
- Total energy: -120413.668 eV
- 2S+1: 1
- Kohn-Sham gap: 0.323 Ha
- SMILES string: NC(N)(N)C[C@@]1(P(=O)(O)O)OC(=O)O[C@]1(F)CCCCCCCSc1nnco1.CNC(C)=O.CNC(C)=O.CNC(C)=O.CNC(C)=O.CNC(C)=O.CNC(C)=O.CNC(C)=O.CNC(C)=O.CNC(C)=O
- HOMO level: -8.985 eV
- LUMO level: -0.007 hartree

Record 8
Here is a gas-phase ion, C5H15N2 (charge +2) in a non-equilibrium geometry from the Open Molecules 2025 dataset. Energies are from ωB97M-V/def2-TZVPD.

Atoms and positions in Å:
C: -1.25721 -0.18030 -0.14591
N: -0.87187 -1.58815 -0.38158
C: -1.66435 -2.68919 0.32581
C: 0.07083 0.59581 0.23630
N: -0.32810 2.14060 0.51740
C: 2.61319 0.79215 0.00429
C: 1.25758 0.37999 -0.73151
H: -2.09672 -0.10314 0.68006
H: -1.55081 0.25518 -1.05943
H: -0.82636 -1.71046 -1.40066
H: -2.78662 -2.61193 0.07571
H: -1.32453 -3.65816 0.01850
H: -1.61051 -2.54673 1.31801
H: 0.45523 0.26642 1.19044
H: -0.21868 2.62377 -0.38164
H: -1.32394 2.18196 0.68524
H: 0.19645 2.73686 1.18703
H: 3.36603 0.83214 -0.75166
H: 2.59104 1.85746 0.41770
H: 2.83968 0.13643 0.73967
H: 1.29584 -0.65925 -0.87785
H: 1.17384 0.94854 -1.66593

- Maximum force: 0.0913 Eh/bohr
- Total energy: -8388.277 eV
- 2S+1: 2
- Kohn-Sham gap (alpha / beta): 0.474 / 0.284 Ha
- Total charge: +2
- HOMO level (alpha / beta): -19.916 / -19.966 eV
- LUMO level (alpha / beta): -0.258 / -0.449 hartree
- <S²>: 0.755